{
  "formula": "C57H101CuF2N8O14S7",
  "method": "wB97M-V/def2-TZVPD",
  "symbols": ["Cu", "C", "C", "C", "C", "C", "C", "N", "O", "C", "C", "C", "H", "H", "H", "H", "H", "H", "H", "H", "H", "H", "H", "H", "H", "H", "H", "H", "H", "H", "C", "S", "O", "C", "H", "H", "H", "H", "H", "H", "C", "S", "O", "C", "H", "H", "H", "H", "H", "H", "C", "S", "O", "C", "H", "H", "H", "H", "H", "H", "C", "S", "O", "C", "H", "H", "H", "H", "H", "H", "C", "S", "O", "C", "H", "H", "H", "H", "H", "H", "C", "S", "O", "C", "H", "H", "H", "H", "H", "H", "C", "S", "O", "C", "H", "H", "H", "H", "H", "H", "C", "C", "O", "C", "O", "O", "F", "H", "H", "H", "C", "C", "O", "C", "O", "O", "F", "H", "H", "H", "N", "C", "C", "C", "C", "H", "H", "H", "H", "H", "N", "C", "C", "C", "C", "H", "H", "H", "H", "H", "N", "C", "C", "C", "C", "H", "H", "H", "H", "H", "N", "C", "C", "C", "C", "H", "H", "H", "H", "H", "N", "C", "C", "C", "C", "H", "H", "H", "H", "H", "N", "C", "C", "C", "C", "H", "H", "H", "H", "H", "N", "C", "C", "C", "C", "H", "H", "H", "H", "H"],
  "coordinates": [[-2.11131, 0.00186, -0.25812], [-0.66173, -0.79608, 3.02737], [0.57788, -0.38736, 2.15526], [1.63748, -1.44873, 2.41581], [1.58705, -2.55059, 1.43918], [1.99817, -1.99453, 0.07462], [1.32187, -0.56596, -0.22560], [0.16022, -0.40794, 0.71479], [-0.59637, 0.81956, 0.42332], [0.63874, -0.72757, -1.57014], [2.35489, 0.57124, -0.33278], [1.17248, 0.99844, 2.57308], [-0.99176, -1.79957, 2.75118], [-1.62419, -0.24449, 2.98311], [-0.45153, -0.80358, 4.08453], [1.48138, -1.81078, 3.46575], [2.64908, -1.03992, 2.45143], [0.56329, -2.90720, 1.38641], [2.31272, -3.39586, 1.67362], [1.64325, -2.62794, -0.75072], [3.07475, -2.10258, 0.01513], [-0.14939, 0.02172, -1.75444], [0.04264, -1.58662, -1.54566], [1.38403, -0.89724, -2.34912], [3.17231, 0.64675, 0.44775], [1.97996, 1.61566, -0.26831], [2.81130, 0.53501, -1.36777], [0.40390, 1.84200, 2.63148], [1.97301, 1.20569, 1.86191], [1.47629, 0.86848, 3.57854], [-5.00550, -0.33740, 3.19807], [-4.36439, -1.82332, 3.81078], [-4.23177, -1.63997, 5.24659], [-5.97539, -2.75533, 3.62949], [-4.25511, 0.41397, 3.27652], [-5.76153, -0.11537, 4.00762], [-5.41429, -0.43910, 2.21612], [-5.85162, -3.80335, 3.89753], [-6.23381, -2.80644, 2.54023], [-6.81913, -2.16794, 4.10099], [-2.50179, 2.63843, 2.14058], [-3.88237, 3.09525, 1.06678], [-4.86471, 1.97608, 1.27023], [-4.46066, 4.52447, 2.12452], [-2.94637, 2.22256, 3.04454], [-1.90075, 3.52699, 2.25622], [-1.95768, 1.93806, 1.52693], [-3.54033, 5.14353, 2.27014], [-4.91937, 4.22443, 3.09024], [-5.18127, 5.00599, 1.44855], [3.33027, 0.05672, -6.04139], [3.27768, 1.10318, -4.60896], [3.56365, 2.47585, -5.08922], [1.43365, 1.00988, -4.49820], [4.34130, -0.09511, -6.35875], [2.54180, 0.37465, -6.74313], [2.90521, -0.88595, -5.71380], [1.23565, 1.61828, -3.53117], [1.10011, -0.04741, -4.43886], [1.01027, 1.61056, -5.32149], [-4.24041, 1.60402, -5.45517], [-3.65055, 0.75167, -4.00469], [-3.63861, -0.65877, -4.50686], [-2.00730, 1.36763, -4.04691], [-3.61518, 1.39031, -6.36072], [-4.38168, 2.69630, -5.32048], [-5.24835, 1.20026, -5.52889], [-1.88099, 2.42078, -3.81697], [-1.48143, 1.17764, -5.00452], [-1.41588, 0.80937, -3.27887], [1.08806, -3.64307, 7.66713], [0.55943, -1.96583, 6.96807], [1.03788, -1.92523, 5.55224], [-1.28459, -2.18521, 7.00558], [0.55285, -3.72622, 8.67978], [2.19064, -3.57827, 7.77734], [0.73444, -4.43776, 6.94937], [-1.74384, -1.23209, 6.70344], [-1.69461, -2.44998, 8.01688], [-1.61350, -2.95494, 6.28342], [5.10483, -4.32890, 2.69035], [5.68778, -3.52190, 1.11655], [6.40813, -4.56144, 0.36826], [6.94409, -2.40697, 1.89145], [5.97311, -4.79937, 3.22925], [4.27549, -5.01478, 2.52961], [4.64152, -3.61491, 3.38726], [7.55399, -2.24966, 1.00419], [7.45572, -2.93885, 2.62612], [6.42321, -1.53518, 2.24498], [-5.38183, -2.11896, -2.15249], [-4.83780, -1.09856, -0.85484], [-3.40471, -0.67080, -1.28160], [-5.68894, 0.37252, -1.22313], [-6.48922, -2.15513, -2.08246], [-4.97802, -3.09214, -1.89741], [-5.11099, -1.65832, -3.09218], [-6.73698, 0.20179, -1.07457], [-5.65128, 0.48394, -2.29874], [-5.26901, 1.24172, -0.64106], [7.92725, 2.13658, -0.01471], [6.58738, 1.33258, 0.10296], [6.17260, 1.67571, 1.39088], [7.16080, 2.33416, 2.10650], [7.13887, 2.65296, 3.24957], [8.22325, 2.46275, 1.31382], [6.85376, -0.06930, 0.09533], [7.77255, 3.01393, -0.61773], [8.77583, 1.63428, -0.42661], [5.78001, 1.56934, -0.62505], [-1.37522, -5.03656, -0.45549], [-1.19420, -3.58657, -0.74500], [-2.26167, -3.03796, -0.01753], [-3.28683, -3.96657, 0.01794], [-4.42339, -3.67473, 0.30765], [-2.81400, -5.11461, -0.37765], [-1.35678, -3.26353, -2.10426], [-1.04266, -5.27874, 0.52294], [-1.03353, -5.70719, -1.18880], [-0.24679, -3.20919, -0.35069], [-2.99216, -5.20508, 3.26558], [-3.16357, -6.52754, 3.08701], [-1.92065, -7.14471, 3.12405], [-0.96436, -6.16735, 3.39715], [-1.66083, -4.97797, 3.47771], [-3.62172, -4.43448, 3.35124], [-4.05074, -7.02149, 2.77075], [-1.75084, -8.20286, 3.06683], [0.07704, -6.37427, 3.48516], [-1.25741, -3.96103, 3.68415], [6.91033, -2.65090, -1.80932], [6.03150, -1.96245, -2.58179], [6.77300, -0.96810, -3.17562], [8.11277, -1.01727, -2.77863], [8.11281, -2.02954, -1.85285], [6.72820, -3.40937, -1.14870], [4.97212, -2.15296, -2.67933], [6.34480, -0.24084, -3.84371], [8.98429, -0.41003, -2.94237], [8.88095, -2.58533, -1.33759], [-2.53280, 4.94126, -3.54174], [-3.72152, 5.32397, -2.96055], [-4.36702, 6.09738, -3.88126], [-3.57516, 6.14275, -5.07140], [-2.46226, 5.37199, -4.83611], [-1.78698, 4.54306, -2.95021], [-3.93894, 4.99969, -1.91823], [-5.30073, 6.51927, -3.56644], [-3.83683, 6.64920, -5.95707], [-1.49982, 5.10435, -5.26845], [0.13244, 3.42774, -0.09670], [0.82366, 4.35823, 0.68199], [0.15359, 5.56790, 0.65566], [-1.11975, 5.28376, -0.11355], [-1.06040, 3.96281, -0.47750], [0.16932, 2.41024, 0.07784], [1.86955, 4.13350, 0.87381], [0.47094, 6.53878, 1.02649], [-1.87290, 6.05516, -0.38768], [-1.78207, 3.39731, -1.03256], [-3.13097, 0.86884, 6.37817], [-3.21533, 1.70304, 7.51302], [-2.18479, 2.62978, 7.40797], [-1.49810, 2.33886, 6.12758], [-2.12374, 1.24272, 5.59300], [-3.73314, 0.09282, 6.08791], [-4.09167, 1.53601, 8.16619], [-2.01325, 3.42602, 8.09901], [-0.67466, 2.86696, 5.72584], [-1.92056, 0.85122, 4.54031], [2.35620, 4.87696, -4.07444], [2.08984, 6.01152, -4.85216], [1.10339, 6.71927, -4.24434], [0.69006, 6.00764, -3.06637], [1.50543, 4.87273, -2.98682], [2.94482, 4.10479, -4.37557], [2.69367, 6.27762, -5.68415], [0.73151, 7.63113, -4.65864], [-0.00874, 6.31469, -2.39779], [1.34894, 4.04064, -2.32185], [-0.89603, -1.86678, -5.81980], [0.09140, -2.20001, -4.97288], [1.16141, -2.67833, -5.71210], [0.71859, -2.52127, -7.09306], [-0.54466, -2.03127, -7.10617], [-1.80155, -1.69870, -5.42304], [-0.14326, -2.24529, -3.91593], [2.07273, -3.15608, -5.30504], [1.27690, -2.82313, -8.00495], [-1.15714, -1.71328, -7.94207]],
  "lumo_energy_ev": 0.12,
  "homo_energy_ev": -7.546,
  "charge": 0,
  "spin_multiplicity": 1,
  "total_energy_ha": -8351.07341,
  "gap_ev": 7.66
}